[1]
DFT (the ωB97M-V functional and the def2-TZVPD basis) results for a structure of composition C26H29AsBeCl3O2PS.

Calculated values
Energy above the lowest of the compared OMol25 structures with the same formula, charge and spin, kJ/mol: 35.1
Energy, Eh: -5529.412716
Highest occupied orbital energy, eV: -7.70
Orbital gap, eV: 8.2

Structure (ORCA input):
```
! RIJCOSX wB97M-V def2-TZVPD def2/J DEFGRID3
* xyz 0 1
Be -0.008 -1.236 -1.259
S -0.393 -0.313 -3.043
C -0.587 1.377 -2.558
C -1.280 2.242 -3.412
C -1.443 3.580 -3.094
C -0.909 4.096 -1.918
C -0.207 3.255 -1.071
C -0.048 1.904 -1.377
As 0.938 0.684 -0.244
C 0.760 1.556 1.493
C 1.849 1.779 2.329
C 1.668 2.346 3.585
C 0.399 2.700 4.017
C -0.693 2.486 3.186
C -0.513 1.914 1.937
C 2.763 1.097 -0.763
C 3.824 0.467 -0.115
C 5.133 0.759 -0.466
C 5.391 1.664 -1.486
C 4.338 2.264 -2.161
C 3.026 1.984 -1.800
H -1.687 1.842 -4.333
H -1.989 4.227 -3.770
H -1.035 5.142 -1.668
H 0.225 3.651 -0.160
H 2.849 1.531 2.000
H 2.527 2.514 4.222
H 0.262 3.150 4.992
H -1.687 2.770 3.511
H -1.372 1.771 1.292
H 3.629 -0.276 0.646
H 5.951 0.274 0.050
H 6.413 1.894 -1.762
H 4.534 2.950 -2.975
H 2.210 2.455 -2.332
Cl 3.423 -4.190 -1.672
C 2.401 -4.105 -0.232
Cl 3.153 -3.029 0.978
Cl 2.227 -5.706 0.470
C 1.011 -3.491 -0.617
O 0.003 -4.115 -0.370
O 1.126 -2.336 -1.185
C -4.113 0.127 0.484
C -2.889 -0.112 -0.398
P -1.899 -1.657 -0.150
C -1.804 -1.730 1.685
C -0.870 -2.779 2.293
C -3.170 -2.894 -0.637
C -2.834 -4.383 -0.569
H -4.644 1.014 0.137
H -3.835 0.292 1.527
H -4.820 -0.703 0.449
H -2.200 0.726 -0.301
H -3.170 -0.120 -1.454
H -2.825 -1.870 2.048
H -1.478 -0.735 1.994
H -1.078 -3.779 1.917
H -0.983 -2.786 3.378
H 0.173 -2.556 2.065
H -3.432 -2.618 -1.661
H -4.037 -2.681 -0.011
H -2.057 -4.646 -1.282
H -3.731 -4.961 -0.799
H -2.484 -4.676 0.421
*
```

These are the Mulliken partial charges, in e, on atoms 1 to 6:
1 Be 0.555
2 S -0.562
3 C 0.588
4 C -0.640
5 C -0.612
6 C -0.780


[2]
DFT (the ωB97M-V functional and the def2-TZVPD basis) results for a structure of composition C26H29ClF6N7O8S4V at a distorted geometry.

Calculated values
Energy above the lowest of the compared OMol25 structures with the same formula, charge and spin, kJ/mol: 40.6
Energy, Eh: -5589.308008
Expectation value of S²: 0.795
Highest occupied orbital energy (alpha / beta), eV: -10.56 / -10.56
Orbital gap (alpha / beta), eV: 5.6 / 6.2

Structure (ORCA input):
```
! RIJCOSX wB97M-V def2-TZVPD def2/J DEFGRID3
* xyz 1 2
V 0.623 -0.810 0.898
C -1.712 -4.170 1.943
C -0.950 -3.150 1.184
N 0.077 -2.548 1.670
N 0.622 -2.905 2.865
C 1.916 -2.689 2.847
N 2.653 -3.018 3.901
S 2.675 -2.044 1.403
C -1.158 -2.779 -0.219
C -2.122 -3.297 -1.056
C -2.098 -2.940 -2.396
C -1.097 -2.099 -2.852
C -0.190 -1.586 -1.944
N -0.230 -1.906 -0.652
H -1.032 -4.738 2.574
H -2.423 -3.663 2.600
H -2.252 -4.844 1.283
H 2.214 -3.383 4.731
H 3.640 -2.834 3.904
H -2.881 -3.959 -0.667
H -2.852 -3.314 -3.076
H -1.027 -1.827 -3.895
H 0.588 -0.895 -2.237
F 1.628 -0.951 5.781
C 0.538 -0.305 5.380
F 0.074 0.435 6.372
F -0.386 -1.182 5.011
S 0.955 0.816 3.973
O 1.346 -0.046 2.840
O 1.973 1.672 4.472
N -0.395 1.579 3.716
S -1.380 1.086 2.591
O -1.106 -0.312 2.196
O -1.555 2.090 1.590
C -3.013 1.005 3.435
F -3.346 2.220 3.823
F -2.939 0.197 4.485
F -3.902 0.539 2.573
C -2.502 2.113 -4.375
C -3.591 1.473 -3.549
C -4.586 0.734 -4.188
C -5.658 0.220 -3.483
Cl -6.884 -0.677 -4.324
C -5.777 0.443 -2.121
C -4.792 1.166 -1.475
C -3.703 1.660 -2.174
O -2.803 2.437 -1.462
C -1.476 1.992 -1.409
C -1.315 0.765 -0.533
O -2.212 -0.008 -0.347
O -0.044 0.562 -0.131
H -2.878 2.331 -5.373
H -1.634 1.457 -4.492
H -2.170 3.050 -3.929
H -4.534 0.584 -5.260
H -6.628 0.055 -1.578
H -4.846 1.352 -0.411
H -0.870 2.812 -1.030
H -1.095 1.697 -2.394
N 1.011 3.896 0.775
N 1.743 2.917 1.544
H 1.031 4.804 1.232
H 0.042 3.594 0.787
H 1.316 2.804 2.460
H 2.674 3.281 1.710
C 2.494 1.957 -1.638
S 2.991 0.876 -0.299
O 2.121 -0.384 -0.541
C 4.568 0.393 -0.984
C 5.662 1.194 -0.691
C 6.897 0.864 -1.227
C 7.024 -0.260 -2.034
C 5.921 -1.061 -2.302
C 4.680 -0.738 -1.773
H 2.322 1.320 -2.505
H 3.292 2.673 -1.827
H 1.593 2.477 -1.318
H 5.553 2.064 -0.052
H 7.759 1.478 -1.008
H 7.989 -0.516 -2.449
H 6.028 -1.941 -2.921
H 3.812 -1.359 -1.952
*
```

These are the Mulliken partial charges, in e, on atoms 1 to 6:
1 V -0.001
2 C -1.710
3 C 0.767
4 N 1.460
5 N -1.690
6 C 0.355


[3]
DFT (the ωB97M-V functional and the def2-TZVPD basis) results for a cluster of 8 separate species, C26H29F10N4O22 in total at a distorted geometry.

Calculated values
Energy, Eh: -3880.909077
Highest occupied orbital energy, eV: -13.05
Orbital gap, eV: 8.6

Structure (ORCA input):
```
! RIJCOSX wB97M-V def2-TZVPD def2/J DEFGRID3
* xyz 1 1
F -5.104 3.483 1.082
C -5.446 2.506 0.211
F -6.216 3.057 -0.774
F -6.226 1.612 0.866
C -4.231 1.860 -0.425
O -3.218 1.715 0.549
C -2.563 0.468 0.563
C -1.259 0.479 -0.257
N -1.218 1.583 -1.201
N -1.621 1.504 -2.439
N -1.474 2.694 -3.014
C -0.981 3.517 -2.087
N -0.819 2.830 -0.937
H -4.515 0.911 -0.873
H -3.913 2.522 -1.230
H -3.201 -0.354 0.253
H -2.261 0.271 1.584
H -0.403 0.544 0.405
H -1.185 -0.433 -0.839
H -0.756 4.564 -2.199
H -0.482 3.122 -0.029
C 2.412 -0.949 2.480
C 2.507 -2.381 2.000
O 1.148 -2.827 2.123
C 0.344 -1.764 2.008
O -0.835 -1.824 1.826
O 1.044 -0.619 2.110
F 3.295 -3.148 2.774
H 2.524 -0.888 3.561
H 3.113 -0.286 1.999
H 2.819 -2.494 0.961
C -5.046 -2.639 -2.102
C -4.487 -3.745 -2.977
O -3.431 -3.075 -3.658
C -2.996 -2.063 -2.884
O -1.988 -1.459 -3.049
O -3.878 -1.823 -1.881
F -5.383 -4.198 -3.872
H -5.796 -2.062 -2.642
H -5.454 -2.987 -1.158
H -4.070 -4.593 -2.431
C -0.398 -4.485 4.765
C -1.163 -4.368 6.068
O -0.145 -3.966 6.973
C 0.808 -3.309 6.273
O 1.662 -2.640 6.748
O 0.641 -3.512 4.946
F -1.687 -5.544 6.470
H 0.045 -5.475 4.660
H -0.989 -4.251 3.884
H -1.952 -3.614 6.068
C 6.447 2.475 0.685
C 5.552 2.298 -0.522
O 5.375 0.891 -0.562
C 5.520 0.418 0.710
O 5.175 -0.668 1.051
O 6.054 1.360 1.497
F 6.106 2.717 -1.681
H 7.499 2.383 0.416
H 6.286 3.406 1.219
H 4.573 2.773 -0.427
C 5.604 -2.659 5.234
C 6.828 -2.320 6.058
O 7.407 -1.264 5.308
C 6.420 -0.637 4.623
O 6.530 0.411 4.085
O 5.295 -1.389 4.634
F 7.703 -3.348 6.136
H 5.853 -3.378 4.454
H 4.766 -3.014 5.818
H 6.614 -1.964 7.066
C -8.003 3.564 -3.440
C -8.085 2.279 -4.237
O -9.424 2.279 -4.669
C -9.846 3.580 -4.751
O -10.821 3.941 -5.303
O -8.963 4.385 -4.105
F -7.849 1.180 -3.468
H -8.309 3.402 -2.406
H -7.022 4.030 -3.463
H -7.427 2.238 -5.107
C 4.167 1.241 -5.388
C 5.667 1.414 -5.504
O 5.771 2.633 -6.215
C 4.662 3.377 -5.949
O 4.539 4.528 -6.174
O 3.714 2.597 -5.364
F 6.241 0.414 -6.209
H 3.768 0.730 -6.265
H 3.858 0.720 -4.486
H 6.183 1.512 -4.547
*
```

These are the Mulliken partial charges, in e, on atoms 1 to 6:
1 F -0.259
2 C 0.739
3 F -0.194
4 F -0.260
5 C -0.168
6 O -0.415


[4]
DFT (the ωB97M-V functional and the def2-TZVPD basis) results for a structure of composition C26H29FN2O4S2 at a distorted geometry.

Calculated values
Energy above the lowest of the compared OMol25 structures with the same formula, charge and spin, kJ/mol: 1951.3
Energy, Eh: -2314.104439
Highest occupied orbital energy, eV: -8.62
Orbital gap, eV: 8.0

Structure (ORCA input):
```
! RIJCOSX wB97M-V def2-TZVPD def2/J DEFGRID3
* xyz 0 1
C -5.993 -0.194 -1.477
N -5.633 -0.097 -0.154
S -4.729 -1.176 0.555
O -5.071 -2.520 -0.155
O -5.139 -1.393 1.834
C -3.206 -0.909 0.421
C -2.447 -0.861 1.665
C -1.074 -0.265 1.257
C -0.633 0.101 0.037
C -1.318 -0.098 -1.012
C -2.714 -0.322 -0.867
H -3.385 -0.548 -1.857
H -0.914 0.052 -2.067
S 1.071 0.907 0.066
O 1.324 1.065 -1.482
O 1.017 1.891 1.070
N 2.028 -0.559 0.700
C 2.084 -1.580 -0.161
H 1.265 -1.458 -0.835
C 3.215 -1.431 -1.167
H 2.998 -0.738 -2.142
C 3.174 -2.817 -1.670
H 4.312 -3.099 -1.979
C 2.589 -3.752 -0.565
H 1.721 -4.067 -1.350
C 2.441 -2.851 0.431
H 3.242 -2.990 1.086
H 1.541 -3.037 1.001
H 3.229 -4.657 -0.335
H 2.764 -3.028 -2.684
H 4.195 -1.115 -0.845
C 2.944 -0.099 1.531
C 4.347 0.401 1.140
C 5.464 -0.399 1.497
C 6.681 0.066 1.025
C 6.792 1.378 0.153
C 5.627 1.832 -0.469
C 4.382 1.435 0.481
H 3.454 1.948 -0.077
H 5.552 2.766 -0.908
F 8.022 1.492 -0.219
H 7.491 -0.278 1.562
H 5.346 -1.129 2.257
H 2.486 0.615 2.245
H 2.983 -0.868 2.257
H -0.250 -0.249 2.224
H -2.706 -1.106 2.494
C -5.657 1.077 0.510
C -4.503 2.100 0.089
C -4.452 2.681 -0.990
C -3.090 3.283 -1.373
C -2.088 3.317 -0.425
C -2.141 2.776 0.775
C -3.462 2.002 1.253
H -3.582 1.581 2.243
H -1.508 2.860 1.830
H -1.188 3.678 -0.663
H -3.045 3.698 -2.237
H -5.081 2.713 -1.757
H -6.526 1.747 0.404
H -5.828 0.970 1.456
H -5.947 -1.260 -1.720
H -7.000 0.183 -1.839
H -5.473 0.331 -2.063
*
```

These are the Mulliken partial charges, in e, on atoms 1 to 6:
1 C -1.351
2 N 0.328
3 S 1.569
4 O -0.900
5 O -0.806
6 C 0.260